# C5H15NP

A structure of composition C5H15NP at a distorted geometry (ωB97M-V/def2-TZVPD, OMol25).

Each line ends with the Löwdin charge.
Geometry (Å):
C1 -1.054 1.511 -0.208  -0.104
C2 2.249 1.083 -0.368  -0.186
C3 -2.473 -1.102 -0.170  0.004
C4 -0.351 0.423 0.474  -0.173
C5 1.303 -0.051 -0.453  -0.520
N1 -1.083 -1.033 0.482  -0.019
P1 1.678 -1.677 0.401  0.864
H1 -0.527 2.469 -0.046  0.105
H2 -2.084 1.702 0.245  0.106
H3 -1.254 1.474 -1.296  0.104
H4 3.318 0.717 -0.372  0.084
H5 2.206 1.722 0.635  0.126
H6 2.271 1.750 -1.250  0.082
H7 -3.005 -2.006 0.167  0.109
H8 -3.007 -0.187 0.145  0.092
H9 -2.401 -1.102 -1.244  0.094
H10 -0.018 0.660 1.428  0.095
H11 1.273 -0.358 -1.499  0.082
H12 -1.337 -1.372 1.388  0.137
H13 -0.407 -1.776 0.129  0.032
H14 2.058 -0.997 1.670  -0.030
H15 2.989 -1.776 -0.042  -0.084

Calculated values
charge	+1
LUMO	-2.96	eV
Kohn-Sham gap	10.7	eV
energy relative to the best compared isomer or geometry (same formula, charge and spin)	206.0	kJ/mol

=====

# C26H23AsN4PtS2

A structure of composition C26H23AsN4PtS2 at a distorted geometry (ωB97M-V/def2-TZVPD, OMol25).

Each line ends with the Löwdin charge.
Geometry (Å):
Pt1 -1.242 -0.865 0.342  0.559
C1 -4.660 -0.531 3.049  -0.025
C2 -3.625 -0.311 1.985  -0.265
N1 -3.111 -1.286 1.288  -0.154
N2 -3.564 -2.524 1.349  -0.028
C3 -2.814 -3.481 0.860  -0.871
N3 -3.356 -4.713 0.711  0.066
S1 -1.123 -3.370 0.528  0.535
C4 -3.198 1.037 1.644  -0.229
C5 -3.638 2.176 2.327  -0.007
C6 -3.206 3.423 1.909  -0.054
C7 -2.392 3.522 0.789  -0.042
C8 -2.011 2.350 0.153  -0.124
N4 -2.369 1.159 0.589  -0.008
H1 -4.948 -1.581 3.053  0.067
H2 -5.539 0.084 2.860  0.083
H3 -4.265 -0.266 4.030  0.089
H4 -4.357 -4.813 0.716  0.096
H5 -2.811 -5.394 0.212  0.075
H6 -4.302 2.085 3.173  0.106
H7 -3.513 4.312 2.442  0.109
H8 -2.069 4.479 0.412  0.105
H9 -1.407 2.361 -0.747  0.101
S2 -1.421 -0.824 -2.222  0.543
C9 0.096 -1.640 -2.499  -0.751
C10 0.193 -2.574 -3.529  -0.125
C11 1.381 -3.237 -3.762  -0.089
C12 2.496 -2.974 -2.980  -0.093
C13 2.420 -2.026 -1.972  -0.098
C14 1.237 -1.343 -1.732  -0.413
As1 0.992 -0.134 -0.234  1.174
C15 2.709 -0.313 0.676  -0.380
C16 2.819 -1.203 1.739  -0.105
C17 4.043 -1.402 2.358  -0.081
C18 5.159 -0.704 1.922  -0.086
C19 5.052 0.197 0.874  -0.080
C20 3.832 0.391 0.252  -0.113
C21 1.167 1.647 -1.002  -0.397
C22 1.442 2.702 -0.135  -0.138
C23 1.478 4.004 -0.596  -0.091
C24 1.223 4.267 -1.933  -0.090
C25 0.943 3.227 -2.803  -0.077
C26 0.910 1.920 -2.340  -0.107
H10 -0.681 -2.775 -4.131  0.096
H11 1.440 -3.975 -4.549  0.101
H12 3.420 -3.507 -3.148  0.098
H13 3.292 -1.820 -1.359  0.095
H14 1.934 -1.745 2.068  0.099
H15 4.129 -2.102 3.178  0.104
H16 6.116 -0.867 2.396  0.102
H17 5.923 0.742 0.536  0.104
H18 3.741 1.088 -0.575  0.106
H19 1.638 2.484 0.911  0.108
H20 1.705 4.815 0.081  0.103
H21 1.256 5.284 -2.296  0.101
H22 0.750 3.436 -3.846  0.106
H23 0.683 1.108 -3.023  0.087

Calculated values
charge	0
⟨S²⟩	2.0122
LUMO (alpha / beta)	-0.28 / -0.86	eV
Kohn-Sham gap (alpha / beta)	6.0 / 6.3	eV
multiplicity	3

=====

# C16H15BrCl2MnN3OSSbSe4

A structure of composition C16H15BrCl2MnN3OSSbSe4 at a distorted geometry (ωB97M-V/def2-TZVPD, OMol25).

Each line ends with the Löwdin charge.
Geometry (Å):
Mn1 -0.968 -0.645 1.098  -0.493
Cl1 0.050 -1.316 2.702  0.758
C1 -0.423 -0.381 4.103  -0.551
C2 0.213 -0.495 5.328  -0.092
C3 -0.252 0.291 6.371  -0.107
C4 -1.338 1.136 6.193  -0.139
C5 -1.951 1.243 4.958  -0.689
Cl2 -3.303 2.308 4.775  0.638
C6 -1.480 0.501 3.858  -0.635
S1 -2.119 0.590 2.217  0.614
H1 1.049 -1.170 5.441  0.108
H2 0.238 0.253 7.337  0.095
H3 -1.712 1.730 7.018  0.094
N1 1.726 0.875 0.915  0.145
C7 1.956 0.683 -0.196  -0.351
N2 2.228 0.369 -1.460  -0.092
C8 1.598 1.090 -2.564  -0.133
C9 2.504 2.248 -2.950  -0.196
O1 3.813 1.802 -3.285  -0.144
C10 4.419 1.033 -2.242  -0.182
C11 3.551 -0.141 -1.826  -0.148
H4 0.613 1.438 -2.267  0.124
H5 1.520 0.394 -3.397  0.088
H6 2.553 2.967 -2.120  0.120
H7 2.121 2.756 -3.837  0.118
H8 4.620 1.682 -1.379  0.119
H9 5.361 0.662 -2.647  0.121
H10 3.987 -0.701 -1.005  0.107
H11 3.420 -0.829 -2.653  0.056
Br1 -2.998 -2.028 -4.331  0.747
C12 -3.269 -0.958 -2.808  -0.661
C13 -4.552 -0.666 -2.393  -0.131
C14 -4.681 0.182 -1.334  -0.070
C15 -3.535 0.609 -0.669  -0.185
N3 -2.303 0.252 -0.991  0.019
C16 -2.180 -0.440 -2.119  -0.216
H12 -5.410 -1.067 -2.921  0.101
H13 -5.653 0.529 -1.008  0.101
H14 -3.614 1.262 0.190  0.054
H15 -1.178 -0.534 -2.480  0.072
Se1 1.552 -2.789 -3.772  -0.289
Sb1 0.978 -3.399 -1.446  -0.414
Se2 -0.113 -1.860 -0.018  0.240
Se3 -0.282 -5.478 -1.707  -0.352
Se4 3.242 -3.990 -0.680  -0.368

Calculated values
charge	-2
⟨S²⟩	1.1144
LUMO (alpha / beta)	3.76 / 3.76	eV
Kohn-Sham gap (alpha / beta)	4.4 / 4.4	eV
multiplicity	2
energy relative to the best compared isomer or geometry (same formula, charge and spin)	453.2	kJ/mol

=====

# C35H43F9O33

A cluster of 11 separate species, C35H43F9O33 in total at a distorted geometry (ωB97M-V/def2-TZVPD, OMol25).

Each line ends with the Löwdin charge.
Geometry (Å):
C1 0.427 4.435 0.432  -0.072
C2 0.695 4.697 1.883  -0.225
O1 0.735 3.394 2.514  0.119
C3 0.510 2.400 1.627  -0.468
O2 0.506 1.233 1.876  0.174
O3 0.208 3.028 0.375  0.009
F1 -0.413 5.284 2.475  0.047
H1 1.258 4.590 -0.205  0.095
H2 -0.459 4.899 -0.009  0.145
H3 1.655 5.213 2.058  0.181
C4 -5.660 -2.557 -2.381  -0.083
C5 -4.454 -2.905 -1.522  -0.299
O4 -3.463 -2.171 -2.145  0.133
C6 -3.878 -1.869 -3.382  -0.541
O5 -3.240 -1.228 -4.167  0.159
O6 -5.085 -2.443 -3.640  0.093
F2 -4.137 -4.217 -1.714  0.065
H4 -6.117 -1.627 -1.956  0.151
H5 -6.391 -3.362 -2.526  0.152
H6 -4.534 -2.830 -0.490  0.140
C7 4.863 0.762 0.005  -0.004
C8 4.237 1.238 1.374  -0.251
O7 3.352 2.287 0.960  0.089
C9 3.788 2.831 -0.250  -0.504
O8 3.296 3.795 -0.791  0.127
O9 4.712 2.022 -0.767  0.067
F3 5.155 1.796 2.221  0.066
H7 4.190 0.015 -0.410  0.082
H8 5.909 0.504 0.006  0.135
H9 3.747 0.366 1.821  0.146
C10 -3.554 1.862 2.428  -0.022
C11 -4.209 0.863 3.422  -0.314
O10 -4.022 -0.376 2.815  0.153
C12 -3.514 -0.262 1.580  -0.567
O11 -3.218 -1.142 0.878  0.197
O12 -3.351 1.038 1.261  0.048
F4 -5.530 1.062 3.575  0.076
H10 -2.607 2.268 2.873  0.134
H11 -4.176 2.719 2.122  0.144
H12 -3.708 0.964 4.447  0.182
C13 2.304 3.664 -3.987  -0.024
C14 0.830 3.684 -3.827  -0.272
O13 0.423 3.448 -5.217  0.123
C15 1.398 3.744 -6.080  -0.650
O14 1.418 3.602 -7.228  0.212
O15 2.450 4.098 -5.378  0.086
F5 0.339 4.837 -3.280  0.061
H13 2.691 2.663 -3.766  0.140
H14 2.795 4.472 -3.400  0.151
H15 0.472 2.877 -3.210  0.147
C16 0.514 -1.485 -5.748  -0.029
C17 -0.499 -2.631 -5.701  -0.219
O16 -0.234 -3.282 -4.397  0.121
C18 1.006 -2.913 -4.027  -0.574
O17 1.593 -3.493 -3.171  0.159
O18 1.438 -1.817 -4.703  0.069
F6 -0.068 -3.524 -6.636  0.055
H16 0.001 -0.608 -5.416  0.131
H17 1.003 -1.399 -6.675  0.129
H18 -1.556 -2.463 -5.812  0.150
C19 -2.776 3.185 -2.914  -0.001
C20 -2.369 2.524 -1.575  -0.290
O19 -3.098 1.340 -1.567  0.104
C21 -4.224 1.500 -2.366  -0.533
O20 -5.207 0.894 -2.473  0.214
O21 -4.170 2.709 -2.980  0.056
F7 -2.743 3.234 -0.430  0.041
H19 -2.221 2.700 -3.767  0.154
H20 -2.819 4.286 -2.934  0.147
H21 -1.313 2.320 -1.450  0.136
C22 0.980 -5.981 0.456  -0.015
C23 -0.461 -6.468 0.147  -0.257
O22 -1.273 -5.524 0.818  0.128
C24 -0.562 -4.876 1.776  -0.586
O23 -1.005 -4.167 2.606  0.177
O24 0.729 -5.156 1.602  0.051
F8 -0.696 -7.730 0.684  0.037
H22 1.430 -5.353 -0.286  0.130
H23 1.442 -6.919 0.700  0.134
H24 -0.658 -6.523 -0.948  0.179
C25 -0.588 -0.836 -0.916  -0.059
C26 0.383 -1.473 -0.006  -0.285
O25 1.612 -0.876 -0.355  0.112
C27 1.495 -0.154 -1.514  -0.461
O26 2.363 0.426 -2.175  0.123
O27 0.187 -0.115 -1.866  0.077
F9 0.461 -2.803 -0.333  0.071
H25 -1.199 -0.144 -0.371  0.111
H26 -1.219 -1.629 -1.375  0.153
H27 0.316 -1.362 1.130  0.170
C28 -1.826 4.207 6.672  -0.064
C29 -0.617 3.475 6.213  -0.220
O28 -1.102 2.493 5.303  0.020
C30 -0.346 1.403 5.200  -0.653
O29 0.676 1.242 5.756  0.162
O30 -0.922 0.585 4.330  -0.026
C31 -0.348 -0.753 4.329  0.017
H28 -1.545 4.985 7.381  0.089
H29 -2.575 3.547 7.049  0.077
H30 -2.298 4.723 5.881  0.062
H31 -0.094 2.978 7.060  0.136
H32 0.130 4.100 5.736  0.127
H33 -0.694 -1.309 5.165  0.103
H34 0.697 -0.553 4.203  0.072
H35 -0.857 -1.165 3.512  0.071
C32 2.258 -2.352 2.940  -0.071
C33 3.393 -3.321 2.849  -0.205
O31 3.732 -3.680 1.522  0.051
C34 4.233 -2.764 0.713  -0.551
O32 4.508 -1.628 1.032  0.072
O33 4.422 -3.207 -0.557  0.000
C35 5.134 -2.317 -1.425  -0.016
H36 2.408 -1.802 3.865  0.087
H37 1.303 -2.827 2.746  0.062
H38 2.300 -1.545 2.182  0.068
H39 3.118 -4.255 3.453  0.153
H40 4.323 -2.906 3.350  0.142
H41 4.422 -1.650 -1.943  0.103
H42 5.678 -3.000 -2.065  0.098
H43 5.849 -1.779 -0.780  0.093

Calculated values
charge	0
LUMO	0.47	eV
Kohn-Sham gap	11.6	eV
SMILES string	O=C1OC[C@@H](F)O1.O=C1OC[C@@H](F)O1.O=C1OC[C@@H](F)O1.O=C1OC[C@@H](F)O1.O=C1OC[C@@H](F)O1.O=C1OC[C@@H](F)O1.O=C1OC[C@@H](F)O1.O=C1OC[C@@H](F)O1.O=C1OC[C@@H](F)O1.CCOC(=O)OC.CCOC(=O)OC

=====

# C4H5NO

A structure of composition C4H5NO (ωB97M-V/def2-TZVPD, OMol25).

Each line ends with the Löwdin charge.
Geometry (Å):
O1 -1.122 -1.316 0.625  0.129
C1 -0.198 -0.375 0.447  -0.446
C2 0.991 -0.539 -0.337  -0.125
C3 0.147 0.372 -1.300  -0.008
C4 -0.525 1.260 -0.502  -0.187
N1 -0.562 0.916 0.910  0.067
H1 1.188 -1.535 -0.733  0.106
H2 1.899 -0.043 0.012  0.120
H3 -0.806 -2.154 0.257  0.133
H4 -1.176 2.059 -0.855  0.094
H5 0.164 1.355 1.476  0.117

Calculated values
charge	0
LUMO	0.49	eV
Kohn-Sham gap	8.4	eV
energy relative to the best compared isomer or geometry (same formula, charge and spin)	450.0	kJ/mol